(1)
The following is a DFT calculation (ωB97M-V/def2-TZVPD) of a structure of composition C46H50AsBIN5O3S3W.

Geometry as XYZ:
```
111
Properties=species:S:1:pos:R:3:forces:R:3
W 1.055196 -1.188705 -0.687076 1.838 -2.389 2.914
S 0.247152 -3.528700 -1.049139 -0.132 1.027 -0.250
C 1.472444 -4.213782 -2.027367 0.325 -1.139 -1.048
C 1.262606 -5.587572 -2.441659 -0.226 -0.651 0.605
N 1.093332 -6.724206 -2.572825 0.091 0.872 -0.227
C 2.618843 -3.621774 -2.406243 0.354 0.177 0.029
S 3.092627 -2.051205 -1.825112 -0.981 0.471 -0.077
C 3.604323 -4.241881 -3.243628 1.032 -0.399 -0.272
N 4.511703 -4.625491 -3.857313 -1.088 0.335 0.459
I 0.869456 -3.823767 2.447900 0.299 0.132 0.034
C 1.698768 -2.206947 1.237743 0.561 -2.103 -0.658
H 2.569697 -2.814030 0.821084 -0.968 0.907 0.310
H 2.129032 -1.610378 1.998468 0.285 0.621 0.564
N 1.729217 -2.003886 -5.294606 -0.632 -0.310 -1.199
C 1.189041 -1.792290 -6.535098 2.963 2.417 0.933
S -0.224787 -2.369403 -6.949735 -1.931 -1.053 -0.737
C 1.951809 -0.711194 -7.347377 -2.289 -0.253 -0.065
C 1.218870 -0.049145 -8.360011 2.565 0.912 0.935
C 1.824405 1.045182 -8.951184 0.196 0.336 -0.375
N 3.059197 1.524852 -8.664254 -0.900 -0.721 -0.391
C 3.717583 0.862476 -7.740753 0.842 -0.477 0.566
C 3.180807 -0.216932 -7.011969 1.541 -1.229 1.156
H 1.249426 -2.773124 -4.860914 0.421 -0.217 0.695
H 2.697417 -1.804955 -5.099025 -0.152 -0.187 0.197
H 0.220145 -0.252224 -8.552869 -1.499 -0.732 -0.503
H 1.316471 1.572051 -9.754426 -0.096 0.060 0.194
H 4.767851 1.156930 -7.617355 -0.483 -0.010 0.347
H 3.755233 -0.782284 -6.183579 -0.519 1.427 -1.638
C -0.742018 -0.537423 -3.043946 -1.728 -0.922 -1.810
O 0.169643 -0.392634 -2.003323 -0.986 0.821 -1.924
H -1.713690 -1.084237 -2.728834 1.708 1.038 -0.333
H -0.280758 -1.094417 -3.910037 -0.207 0.131 1.147
H -0.964185 0.429372 -3.511101 -0.214 0.031 0.566
C -7.697595 -1.930164 1.857228 0.939 1.160 -0.258
C -6.679383 -0.724563 1.971759 -1.968 -0.300 0.625
C -7.223653 0.304791 0.932489 2.813 -0.613 0.984
C -6.876200 -0.154948 3.409911 -0.492 -0.299 -1.124
C -5.273561 -1.243109 1.791521 -0.417 0.264 -0.083
C -4.760745 -2.199503 2.681720 0.077 -0.084 -0.786
C -3.510998 -2.781344 2.496442 1.864 1.315 0.397
C -2.730295 -2.187946 1.520494 0.582 1.341 -1.698
O -1.352835 -2.274998 1.191860 -1.632 -2.387 2.767
B -1.085691 -1.555545 0.130344 0.738 1.583 -1.519
O -2.246847 -0.881440 -0.294082 -0.612 0.129 0.191
C -3.228025 -1.211331 0.644463 0.433 -1.511 -0.498
C -4.521462 -0.766418 0.725779 0.519 0.307 -0.330
H -8.627731 -1.642107 2.284650 -0.943 0.489 0.269
H -7.351147 -2.721575 2.481589 0.291 -1.014 -0.037
H -7.893423 -2.181254 0.813258 0.339 -0.427 0.146
H -8.187086 0.512101 1.268576 -2.026 0.071 -0.333
H -7.024738 -0.059283 -0.058848 -0.897 -0.346 -0.573
H -6.723423 1.255050 0.951639 0.624 0.593 0.339
H -7.904155 0.101161 3.630499 -0.483 -0.224 -0.199
H -6.364295 0.747204 3.556483 1.131 1.426 -0.009
H -6.538108 -0.809118 4.172772 0.266 -0.871 0.645
H -5.360013 -2.515488 3.507486 -0.284 -0.199 0.346
H -2.934938 -3.343964 3.227224 -0.712 -0.500 0.011
H -4.874894 -0.038184 -0.001187 -0.094 -0.144 0.290
C 0.513590 6.729043 -0.402371 -0.790 0.431 -1.919
C 0.564461 5.343267 0.024684 0.822 -2.140 1.877
C 1.339690 4.899988 1.131746 -1.599 -2.422 -2.680
C 1.439915 3.518637 1.430632 0.853 2.425 0.892
C 2.281396 3.143435 2.614312 1.263 -2.099 -0.910
C 0.733116 2.599852 0.701473 -0.926 -0.556 -0.449
As 0.938381 0.708482 1.029225 0.295 0.243 -0.302
N 2.377112 0.118142 0.047094 -0.140 0.404 0.266
C 3.759492 0.449784 -0.064221 0.459 -0.989 0.844
C 4.100653 1.652340 -0.625156 0.466 0.681 -0.943
C 5.469439 2.009560 -0.798591 -2.264 -1.031 0.850
C 6.397378 1.127845 -0.311567 3.677 0.859 0.198
C 6.108403 -0.110756 0.271501 -2.118 1.274 -0.747
C 4.776461 -0.453320 0.393635 -1.147 0.637 -0.014
C 0.785618 0.350001 2.932393 -0.007 -1.020 -0.762
C 1.820610 -0.102884 3.718917 1.007 0.058 2.164
C 3.334077 -0.015310 3.648147 0.099 1.442 -1.627
C 1.470039 -0.694853 4.925274 0.015 -1.089 0.336
C 0.212943 -1.099880 5.302874 -0.013 0.626 -0.919
C 0.044344 -1.871597 6.567941 -2.445 -0.575 -1.583
C -0.825132 -0.703378 4.458112 -0.555 1.267 0.380
C -0.546702 0.072851 3.318414 -0.486 0.565 0.353
C -1.667458 0.697120 2.491608 -0.098 -1.855 -0.145
C -0.199224 3.069401 -0.223078 -1.635 -1.084 -0.539
C -1.247952 2.220330 -0.941932 1.396 -0.718 0.540
C -0.275713 4.394071 -0.549225 0.622 1.681 -0.324
H 1.452534 7.169708 -0.754660 -0.193 -0.216 0.065
H 0.134600 7.278103 0.404199 -0.339 1.293 1.232
H -0.283451 6.780056 -1.185928 0.895 0.366 0.303
H 1.998170 5.509132 1.617453 1.403 1.854 1.344
H 2.820353 3.892521 3.126031 0.039 1.652 0.259
H 3.202829 2.522372 2.253793 -1.922 0.198 0.743
H 1.620687 2.673964 3.359698 0.729 -0.357 -0.249
H 3.271398 2.266748 -1.005397 0.551 -0.050 0.196
H 5.673226 2.955123 -1.243825 0.521 0.419 -0.194
H 7.512187 1.471944 -0.304892 -2.061 -0.787 -0.268
H 6.837941 -0.777239 0.602295 1.242 -0.752 0.494
H 4.446391 -1.359065 0.896638 0.183 0.009 -0.236
H 3.810713 -0.945093 3.814915 0.097 -1.346 -0.014
H 3.837534 0.621817 4.382554 -0.733 0.334 0.130
H 3.686963 0.340655 2.680533 0.023 -0.008 -0.103
H 2.255591 -1.053548 5.566273 0.508 0.141 0.135
H -0.842523 -2.590797 6.397448 1.746 0.592 0.530
H -0.287974 -1.197223 7.318400 -0.175 0.561 0.979
H 0.987063 -2.291679 6.822375 0.397 -0.838 0.454
H -1.855748 -0.786467 4.867489 0.558 -0.170 -0.851
H -2.590743 0.665892 3.084964 0.012 -0.330 -0.457
H -1.736542 0.052339 1.551719 -0.281 1.555 1.450
H -1.544679 1.736519 2.227600 0.503 0.307 -0.132
H -1.288018 1.182834 -0.607777 0.378 0.068 -0.352
H -0.997469 2.318000 -1.984160 -0.127 -0.485 -0.597
H -2.256018 2.532985 -0.824545 -0.795 0.940 0.321
H -0.945565 4.791930 -1.323542 0.041 -0.650 0.276
```
Positions in Å, forces in eV/Å.

Its orbital gap is 7.2028 eV. Its multiplicity is 1. Its energy relative to the best compared isomer or geometry (same formula, charge and spin) is 2.3320 eV. The HOMO energy comes out at -8.0 eV. For the LUMO energy, the calculation gives -0.83 eV.

=====

(2)
The following is a DFT calculation (ωB97M-V/def2-TZVPD) of a structure of composition C46H50Br2F3LaN6O6S4.

Geometry as XYZ:
```
118
Properties=species:S:1:pos:R:3:forces:R:3
La 0.168211 -0.309772 0.819074 -0.738 0.971 -0.092
C -4.308389 -5.494475 -2.592924 -0.008 0.113 0.094
C -3.470245 -4.632722 -1.684506 0.030 0.076 -0.231
C -3.136171 -5.042858 -0.408039 0.074 0.162 0.069
C -2.371530 -4.235262 0.473313 0.035 -0.093 0.100
C -2.020970 -4.757477 1.721786 -0.099 -0.108 0.036
N -1.321997 -4.129333 2.703147 0.084 0.188 -0.039
C -0.717975 -4.818989 3.812517 0.217 0.046 -0.098
C 0.770769 -5.118196 3.574448 -0.108 -0.137 -0.074
C 1.009322 -6.143084 2.445963 -0.142 0.101 0.171
N 2.116683 -5.820485 1.554244 0.358 0.273 -0.073
C 2.014719 -4.571848 0.968914 -0.355 -0.279 0.091
C 3.006606 -3.819266 0.371280 0.154 0.189 -0.119
C 4.345270 -4.209486 0.131854 -0.299 0.035 0.147
C 5.216309 -3.391819 -0.574347 0.246 0.025 -0.197
C 6.647067 -3.810167 -0.804953 -0.066 0.072 -0.007
C 4.767448 -2.179122 -1.070888 -0.071 -0.035 0.010
C 3.472673 -1.689458 -0.784610 -0.112 -0.508 0.305
C 3.048678 -0.434166 -1.333114 -0.304 0.383 -0.075
N 1.972426 0.214960 -1.058351 0.397 -0.259 -0.168
C 1.688903 1.376659 -1.886703 -0.023 0.523 -0.167
C 0.205637 1.732321 -1.870242 0.040 -0.515 -0.018
C -0.703836 0.639737 -2.421020 0.107 0.135 -0.300
N -1.008056 -0.416764 -1.451787 -0.318 -0.273 -0.352
C -1.805416 -1.316512 -1.909266 0.116 0.167 0.017
C -2.252270 -2.540199 -1.301853 0.023 -0.256 0.477
C -3.015798 -3.400563 -2.121725 -0.056 -0.099 -0.127
C -1.956427 -2.907505 0.038316 -0.334 -0.084 -0.589
O -1.379156 -2.111060 0.860033 0.027 -0.250 -0.126
C 2.594039 -2.471545 -0.002144 0.668 -0.238 -0.128
O 1.466016 -2.046313 0.417337 1.003 -1.157 -0.554
H -4.409187 -6.502399 -2.189231 -0.015 -0.041 -0.028
H -3.862103 -5.560020 -3.586731 -0.026 -0.050 -0.031
H -5.309077 -5.070225 -2.704282 -0.046 -0.054 -0.034
H -3.463741 -6.017234 -0.057154 0.000 -0.019 0.027
H -2.356581 -5.762838 1.966020 0.009 0.011 -0.014
H -0.968141 -3.201313 2.478697 -0.067 0.025 0.117
H -1.270993 -5.748961 3.988062 -0.038 0.052 0.063
H -0.800523 -4.181425 4.697366 -0.043 -0.104 0.033
H 1.229189 -5.452549 4.510429 0.044 0.001 0.012
H 1.240300 -4.172710 3.294818 0.031 0.028 0.081
H 0.114150 -6.185939 1.819655 0.026 -0.065 0.022
H 1.178781 -7.141207 2.856907 -0.051 -0.003 -0.054
H 3.032674 -6.019167 1.935067 -0.022 -0.042 0.007
H 1.015125 -4.156831 0.965059 -0.022 0.028 0.039
H 4.684452 -5.176270 0.491574 0.047 -0.028 -0.055
H 6.863208 -4.758415 -0.311804 0.017 -0.021 -0.008
H 7.329455 -3.055035 -0.407527 0.065 -0.015 0.020
H 6.867564 -3.920732 -1.869261 0.016 -0.028 -0.009
H 5.442624 -1.553529 -1.645536 0.020 0.026 -0.020
H 3.720860 -0.027155 -2.103205 -0.041 -0.015 -0.023
H 2.008923 1.202503 -2.924301 -0.007 -0.020 0.062
H 2.255447 2.243470 -1.520486 -0.008 -0.063 0.008
H 0.046061 2.625387 -2.472022 0.008 0.126 0.050
H -0.105599 1.969847 -0.847427 -0.082 0.226 -0.040
H -0.229665 0.186555 -3.303825 0.038 0.029 0.047
H -1.629721 1.093611 -2.765236 -0.220 0.105 0.004
H -2.184234 -1.181841 -2.930641 -0.009 0.018 0.015
H -3.253142 -3.068853 -3.126689 -0.024 0.016 -0.040
Br 0.214208 -1.165305 3.534099 0.046 -0.509 1.438
C 2.597154 1.452475 3.161463 0.011 0.155 0.229
Br -0.535091 2.186830 1.986456 -0.270 1.116 0.459
H 1.605894 1.788149 3.442734 -0.072 -0.078 -0.039
H 3.447362 1.820862 3.746964 0.089 -0.081 -0.088
F -5.731718 -1.704553 -1.423493 0.168 0.031 0.035
C -5.924827 -1.854720 -0.108150 -0.627 -0.207 0.029
F -7.095223 -1.206462 0.171988 0.162 0.054 -0.030
F -6.206140 -3.163603 0.090248 0.186 0.016 0.031
C -4.818053 -1.364550 0.767094 0.068 0.088 -0.166
C -4.494785 -2.087305 1.908025 -0.009 0.120 -0.002
C -3.590081 -1.570945 2.817495 -0.131 -0.015 -0.036
C -3.019058 -0.343237 2.526678 -0.289 -0.069 0.171
N -3.257472 0.315379 1.403914 -0.403 0.366 -0.572
C -4.157962 -0.144354 0.525906 0.242 -0.033 0.493
S -4.528972 0.835033 -0.892838 -0.287 -0.874 0.117
H -4.965359 -3.046170 2.075038 0.000 -0.014 0.005
H -3.314078 -2.111883 3.709867 0.023 -0.003 0.030
H -2.353745 0.147713 3.226903 0.154 -0.075 -0.096
C -0.737991 5.198016 -0.078265 0.252 -0.280 0.065
S 0.894688 4.429567 0.114376 -0.136 0.785 -0.759
O 1.577652 5.128641 1.230195 0.230 0.002 0.512
C 1.661398 5.192173 -1.366141 -0.175 -0.215 0.133
C 1.052792 5.267341 -2.613040 -0.033 -0.067 -0.001
C 1.776332 5.748814 -3.695937 -0.068 -0.018 -0.059
C 3.094713 6.151752 -3.543616 0.070 0.011 0.019
C 3.693854 6.087023 -2.292736 -0.067 0.004 -0.106
C 2.975266 5.608709 -1.208193 0.101 -0.004 0.142
H -0.625171 6.278498 -0.133537 0.100 0.018 -0.028
H -1.307680 4.909985 0.802513 0.019 -0.090 0.011
H -1.217573 4.796625 -0.970474 -0.113 -0.007 -0.044
H 0.023212 4.961445 -2.753146 -0.045 -0.035 -0.011
H 1.299415 5.802175 -4.666292 -0.009 0.015 -0.015
H 3.656208 6.513655 -4.396349 -0.018 0.013 -0.011
H 4.721062 6.405471 -2.165477 0.012 0.002 0.023
H 3.418894 5.558709 -0.221770 -0.021 -0.007 0.023
C 3.739990 -1.851801 3.114202 -0.013 0.073 -0.114
C 4.570907 -0.928534 2.272410 0.010 -0.026 0.047
C 5.876531 -1.260198 1.939654 0.033 0.085 0.015
C 6.659784 -0.410571 1.174905 0.090 0.022 -0.014
C 6.134373 0.788925 0.730072 -0.003 -0.014 0.002
C 4.833495 1.162689 1.050913 -0.113 0.036 -0.029
C 4.293035 2.492721 0.593286 0.002 -0.059 0.024
C 4.055937 0.294989 1.823035 0.499 0.125 0.117
N 2.741413 0.677257 2.177846 -0.266 -0.155 -0.217
H 4.300575 -2.758312 3.343812 0.002 -0.002 0.045
H 2.830258 -2.128979 2.583516 -0.093 -0.018 0.084
H 3.417126 -1.369128 4.037688 -0.019 -0.050 0.028
H 6.282014 -2.200575 2.292670 -0.016 -0.054 -0.020
H 7.679878 -0.679895 0.927540 0.003 -0.030 -0.012
H 6.741773 1.467427 0.140846 0.000 -0.014 -0.043
H 4.555102 3.284912 1.299742 -0.054 0.025 -0.019
H 3.206264 2.477704 0.523565 -0.004 0.038 -0.022
H 4.707881 2.759340 -0.380309 0.000 0.023 -0.003
O -2.693930 4.102849 -2.833591 0.268 -0.120 0.378
S -3.859489 3.301017 -2.479825 -0.159 0.489 -0.595
O -5.034188 4.083708 -2.166028 -0.063 -0.005 0.074
O -4.100447 2.185814 -3.376158 0.139 -0.080 0.117
S -3.273057 2.423634 -0.599140 0.447 0.299 0.021
```
Positions in Å, forces in eV/Å.

As for the net charge: -2. Its orbital gap (spin up / spin down) is 5.4754 / 4.6385 eV. Its multiplicity is 1. Its energy relative to the best compared isomer or geometry (same formula, charge and spin) is 0.2773 eV. The HOMO energy (spin up / spin down) comes out at -1.7 / -0.9 eV. For the LUMO energy (spin up / spin down), the calculation gives 3.79 / 3.76 eV.

=====

| no. | E_tot (a.u.) |
| --- | --- |
| 1 | -6102.279924 |
| 2 | -9635.172260 |